The following is a quantum chemistry calculation of a single C5H14BO6P molecule, from OMol25.

Last columns: bonded neighbours and bond lengths (Å).
Positions of all 27 atoms, in Å:
1 P -1.112 -1.023 0.595  O5 1.576, O7 1.469, O11 1.599, O21 1.578
2 H 4.407 2.397 0.475  C4 1.092
3 H 2.840 -1.577 0.096  C20 1.092
4 C 3.560 1.842 0.067  H2 1.092, H10 1.091, C13 1.528, H19 1.092
5 O 0.349 -1.141 0.015  P1 1.576, C12 1.450
6 H -4.818 -0.553 0.817  C26 1.091
7 O -1.462 0.266 1.208  P1 1.469
8 O -4.208 -0.690 -1.162  B9 1.367, C26 1.435
9 B -2.854 -0.518 -1.241  O8 1.367, O21 1.410, O22 1.375
10 H 2.676 2.161 0.619  C4 1.091
11 O -1.269 -2.264 1.591  P1 1.599, H27 0.966
12 C 1.325 -0.128 0.367  O5 1.450, H14 1.093, H18 1.089, C20 1.515
13 C 3.812 0.341 0.194  C4 1.528, C20 1.531, H24 1.094, H25 1.093
14 H 1.397 -0.068 1.456  C12 1.093
15 H 2.546 -0.566 -1.325  C20 1.093
16 H -5.860 0.242 -0.399  C26 1.088
17 H -2.379 0.497 -2.877  O22 0.962
18 H 0.977 0.824 -0.031  C12 1.089
19 H 3.453 2.144 -0.978  C4 1.092
20 C 2.647 -0.555 -0.237  H3 1.092, C12 1.515, C13 1.531, H15 1.093
21 O -2.021 -1.468 -0.615  P1 1.578, B9 1.410
22 O -2.268 0.523 -1.922  B9 1.375, H17 0.962
23 H -4.333 0.996 0.081  C26 1.093
24 H 4.086 0.107 1.228  C13 1.094
25 H 4.684 0.082 -0.411  C13 1.093
26 C -4.834 0.042 -0.097  H6 1.091, O8 1.435, H16 1.088, H23 1.093
27 H -1.343 -1.914 2.487  O11 0.966

Properties
- HOMO energy (eV) = -10.6
- SMILES = CCCCO[P@](=O)(O)OB(O)OC
- Kohn-Sham gap (eV) = 11.08
- E_LUMO (Eh) = 0.019